DFT (ωB97M-V/def2-TZVPD) results for a structure of composition C8H6BrO5S at a distorted geometry.

```
! wB97M-V def2-TZVPD RIJCOSX def2/J DEFGRID3
* xyz -1 1
C 2.684 -1.167 0.137
C 2.263 -0.419 -0.981
C 2.108 -0.967 1.393
C 1.190 0.513 -0.847
C 1.201 0.036 1.565
C 0.574 0.623 0.505
C -0.564 1.632 0.644
C -1.867 -0.562 0.097
O -3.737 1.417 0.032
O -0.853 2.011 1.746
O -1.281 1.932 -0.438
O -2.777 0.684 -2.079
O -1.227 -1.123 -0.963
S -2.636 0.856 -0.631
Br -3.662 -1.597 0.463
H 3.308 -2.055 0.114
H 2.746 -0.620 -2.011
H 2.529 -1.489 2.229
H 0.762 1.150 -1.661
H 0.723 0.005 2.506
H -1.482 -0.861 -1.820
*
```

LUMO energy ... 3.28 eV
Calculated total energy ... -99507.3750 eV
Energy above the lowest of the compared OMol25 structures with the same formula, charge and spin ... 197.7 kJ/mol

---

DFT (ωB97M-V/def2-TZVPD) results for an isolated molecule of C8H6ClNO2 at a distorted geometry.

```
! wB97M-V def2-TZVPD RIJCOSX def2/J DEFGRID3
* xyz 0 1
C 1.412 -1.970 0.165
C 0.232 -1.756 0.780
C 1.797 -1.241 -1.055
C -0.572 -0.647 0.237
C 0.226 0.354 -0.680
C -1.937 -0.613 0.682
C 0.138 1.685 -0.593
C -0.798 2.396 0.394
N 1.177 -0.208 -1.420
O -2.722 -0.135 1.409
O -1.779 -1.332 -0.408
Cl 1.223 2.624 -1.579
H 2.115 -2.734 0.401
H -0.089 -2.379 1.610
H 2.607 -1.648 -1.728
H -1.681 2.761 -0.199
H -0.241 3.256 0.896
H -1.110 1.586 1.088
*
```

LUMO energy ... -0.73 eV
Calculated total energy ... -26497.6976 eV
Structure (SMILES) ... C/C(Cl)=C1/N=CC=C[C@]12OC2=O
Energy above the lowest of the compared OMol25 structures with the same formula, charge and spin ... 184.7 kJ/mol

---

DFT (ωB97M-V/def2-TZVPD) results for the ion C8H6N with charge +1 at a distorted geometry.

```
! wB97M-V def2-TZVPD RIJCOSX def2/J DEFGRID3
* xyz 1 1
C 1.730 -1.446 0.805
C 0.773 -2.165 0.337
C -0.614 -1.741 -0.126
C -0.779 -0.442 -0.166
C 2.087 -0.179 0.763
C -0.241 -3.131 -0.161
C 0.179 1.818 0.159
C -0.721 2.825 -0.293
N -0.087 0.552 0.077
H 0.150 -3.570 -1.150
H -0.798 -3.702 0.503
H 1.276 1.918 0.228
H -0.169 3.279 -1.132
H -0.986 3.583 0.560
H -1.801 2.401 -0.405
*
```

LUMO energy ... -6.27 eV
Calculated total energy ... -9865.7769 eV
Energy above the lowest of the compared OMol25 structures with the same formula, charge and spin ... 263.2 kJ/mol

---

DFT (ωB97M-V/def2-TZVPD) results for an isolated molecule of C8H6N2O2 at a distorted geometry.

```
! wB97M-V def2-TZVPD RIJCOSX def2/J DEFGRID3
* xyz 0 1
C -1.807 0.240 -1.143
C -1.422 -0.378 -0.051
C -0.103 -0.397 0.494
C 0.242 -1.136 1.626
C 1.519 -1.074 2.060
C 2.464 -0.282 1.386
C 0.850 0.375 -0.133
C -0.780 0.991 -1.880
H -2.882 1.119 -2.284
H -2.174 -0.841 0.563
H -0.577 -1.783 2.091
H 1.703 -1.783 2.820
H 3.470 -0.183 1.796
H 1.119 1.578 -1.825
N 2.062 0.532 0.382
N 0.445 1.051 -1.318
O -3.033 0.335 -1.659
O -1.096 1.636 -2.924
*
```

LUMO energy ... 0.00 eV
Calculated total energy ... -15468.7560 eV
Structure (SMILES) ... O=c1[nH]c2ncccc2cc1O
Energy above the lowest of the compared OMol25 structures with the same formula, charge and spin ... 42.0 kJ/mol

---

DFT (ωB97M-V/def2-TZVPD) results for an isolated molecule of C8H6N2O2 at a distorted geometry.

```
! wB97M-V def2-TZVPD RIJCOSX def2/J DEFGRID3
* xyz 0 1
C 2.650 0.446 -0.431
C -1.711 -2.274 1.128
C 0.080 1.105 -0.676
C -1.134 1.364 -0.194
C 0.456 -0.240 -1.160
C -1.885 0.245 0.443
C 1.896 -0.454 -1.032
C -1.070 -0.911 1.164
N 3.558 1.130 0.003
N -2.197 -3.309 0.987
O -0.280 -1.067 -1.651
O 0.038 -0.715 1.596
H 0.688 1.907 -0.978
H -1.568 2.287 0.010
H -2.579 0.466 1.200
H -2.698 -0.242 -0.261
H 2.198 -1.442 -1.006
H 3.557 1.705 0.858
*
```

LUMO energy ... -0.39 eV
Calculated total energy ... -15464.4201 eV
Structure (SMILES) ... N#CC(=O)C/C=C\C(=O)C=C=N
Energy above the lowest of the compared OMol25 structures with the same formula, charge and spin ... 460.4 kJ/mol

---

DFT (ωB97M-V/def2-TZVPD) results for a cluster of 2 separate species, C8H6N2S in total at a distorted geometry.

```
! wB97M-V def2-TZVPD RIJCOSX def2/J DEFGRID3
* xyz 0 1
C -2.411 1.862 -0.270
C -2.185 -0.371 -1.123
C 2.420 0.290 -1.507
C 1.035 -0.052 -1.480
C 2.737 1.299 -0.654
C 0.421 0.737 -0.590
C -2.224 -0.041 1.356
C -2.230 0.500 -0.036
N -2.563 2.990 -0.440
N -2.104 -1.102 -2.008
S 1.365 1.880 0.227
H 3.127 -0.206 -2.146
H 0.565 -0.815 -2.072
H 3.697 1.743 -0.472
H -1.939 -1.091 1.352
H -1.539 0.521 1.995
H -3.221 0.052 1.791
*
```

LUMO energy ... -2.63 eV
Calculated total energy ... -22203.5259 eV
Energy above the lowest of the compared OMol25 structures with the same formula, charge and spin ... 490.4 kJ/mol

---

DFT (ωB97M-V/def2-TZVPD) results for a structure of composition C8H6N3O7Pt at a distorted geometry.

```
! wB97M-V def2-TZVPD RIJCOSX def2/J DEFGRID3
* xyz -1 1
Pt 0.954 1.040 -0.277
O -1.481 -4.349 1.578
C -1.035 -3.141 1.145
C -1.885 -2.189 0.603
C -1.370 -0.980 0.182
N -0.058 -0.710 0.288
C 0.757 -1.635 0.813
C 0.317 -2.861 1.254
C 2.204 -1.225 0.884
O 3.036 -1.985 1.342
O 2.434 -0.038 0.424
C -2.283 0.091 -0.421
O -3.485 -0.188 -0.505
O -1.654 1.118 -0.747
H -2.433 -4.398 1.439
H -2.950 -2.354 0.494
H 1.025 -3.564 1.668
N -0.070 2.873 -1.218
N 0.902 3.829 -1.456
C 2.215 3.546 -1.118
O 3.079 4.385 -1.325
O 2.396 2.374 -0.595
H -0.520 2.505 -2.045
H -0.772 3.137 -0.540
H 0.678 4.717 -1.867
*
```

LUMO energy ... 2.53 eV
Calculated total energy ... -30446.2346 eV
Energy above the lowest of the compared OMol25 structures with the same formula, charge and spin ... 10.0 kJ/mol

---

DFT (ωB97M-V/def2-TZVPD) results for an isolated molecule of C8H6N4 at a distorted geometry.

```
! wB97M-V def2-TZVPD RIJCOSX def2/J DEFGRID3
* xyz 0 1
C -0.613 -0.149 2.614
C -0.556 2.161 2.563
C -0.150 -1.185 -2.552
C -0.647 -0.262 -1.568
C 1.187 -1.611 -2.339
C 1.380 -0.330 -0.384
C 0.079 0.193 -0.465
C 0.015 0.944 1.937
N -1.179 -1.054 3.009
N -1.231 2.993 2.976
N 1.862 -1.140 -1.261
N -0.579 1.066 0.451
H -0.952 -1.424 -3.208
H -1.752 0.123 -1.585
H 1.766 -2.244 -2.877
H 1.904 -0.038 0.479
H 1.015 1.064 1.896
H -1.550 0.893 0.315
*
```

LUMO energy ... 0.43 eV
Calculated total energy ... -14350.6119 eV
Structure (SMILES) ... N#CC(C#N)Nc1cccnc1
Energy above the lowest of the compared OMol25 structures with the same formula, charge and spin ... 16.4 kJ/mol

---

DFT (ωB97M-V/def2-TZVPD) results for an isolated molecule of C8H6O at a distorted geometry.

```
! wB97M-V def2-TZVPD RIJCOSX def2/J DEFGRID3
* xyz 0 1
C -2.603 -0.655 -1.266
C -1.894 -1.281 -0.281
C -1.431 -0.060 -0.695
C -0.601 -0.960 1.543
C 0.985 0.593 -0.931
C 1.343 -0.206 0.415
C -0.405 0.913 -0.330
C 0.005 0.344 1.092
O -1.345 -1.810 0.866
H 1.765 1.383 -1.039
H 0.967 -0.070 -1.862
H 1.144 -1.232 0.203
H 2.374 -0.001 0.813
H -0.524 1.924 -0.409
H 0.219 1.118 1.880
*
```

LUMO energy ... -0.13 eV
Calculated total energy ... -10430.7893 eV
Energy above the lowest of the compared OMol25 structures with the same formula, charge and spin ... 820.1 kJ/mol

---

DFT (ωB97M-V/def2-TZVPD) results for an isolated molecule of C8H6O2S at a distorted geometry.

```
! wB97M-V def2-TZVPD RIJCOSX def2/J DEFGRID3
* xyz 0 1
C -0.843 1.862 -0.509
C -0.762 1.015 -1.565
C -0.079 1.505 0.759
C -0.080 -0.276 -1.596
C 1.613 -1.699 -0.600
C 0.472 0.101 0.839
C 0.714 -0.682 -0.462
C -0.358 -0.884 1.518
O 0.078 2.289 1.660
O -0.115 -0.877 -2.646
S -1.714 -0.465 2.395
H -1.562 2.610 -0.439
H -0.932 1.471 -2.571
H 1.826 -2.294 -1.418
H 2.312 -2.145 0.171
H 1.369 0.136 1.589
H -1.940 -1.668 2.877
*
```

LUMO energy ... -1.08 eV
Calculated total energy ... -23318.1977 eV
Energy above the lowest of the compared OMol25 structures with the same formula, charge and spin ... 297.7 kJ/mol

---

Question: Among the records above, which one has the highest calculated total energy?
Answer: C8H6N

---

Question: What is the formula in the third record?
Answer: C8H6N

---

Question: Number 8 is which compound?
Answer: C8H6N4

---

Question: What is the formula in the sixth record?
Answer: C8H6N2S